36
Properties=species:S:1:pos:R:3:forces:R:3 method="wB97M-V/def2-TZVPD" mol_weight_g_mol=242.18 lumo_energy_ev=-1.1 homo_ev=-10.036 multiplicity=1
H 14.810 42.522 35.794 -0.32 -0.72 1.66
O 12.737 40.138 32.393 0.37 0.55 0.55
H 11.833 39.838 32.638 1.30 0.56 0.46
H 15.387 43.412 37.065 3.53 3.28 -0.19
H 8.649 41.796 35.847 -1.68 1.31 -1.17
H 13.338 44.652 32.929 -4.33 7.98 -5.94
H 13.797 43.613 36.407 0.80 0.04 0.64
O 10.884 44.291 37.945 -0.17 -0.05 0.96
O 12.824 39.058 36.021 -0.14 -1.02 4.85
O 11.638 43.468 35.740 1.54 -2.23 -0.67
H 13.247 40.571 33.140 -1.70 -1.12 -0.99
H 9.729 44.264 34.172 0.59 -1.84 0.59
H 8.057 42.401 34.518 0.76 -0.18 -4.43
O 7.954 42.386 35.404 0.79 -0.95 5.57
H 11.792 42.900 38.708 0.81 0.55 0.98
N 14.609 43.006 36.709 -2.60 -0.08 -2.46
H 12.620 39.414 37.013 0.82 -2.02 -2.96
H 9.917 44.358 37.830 0.75 -0.22 -0.09
O 9.429 45.054 33.791 -0.51 2.33 -0.06
H 13.129 43.298 33.232 0.45 0.07 0.46
O 13.698 44.069 33.401 4.03 -8.08 5.66
H 9.603 40.581 37.098 3.07 0.09 -4.08
H 9.228 44.952 32.870 -0.03 -0.46 -0.49
H 11.270 43.951 37.097 -0.98 0.41 0.06
H 12.020 40.759 38.645 0.93 -1.44 -0.41
H 12.411 39.831 39.712 0.27 -0.73 -1.87
H 12.652 39.862 35.621 -0.43 2.31 -2.00
O 12.532 42.302 39.036 1.32 1.40 0.63
O 12.804 41.686 35.110 0.22 0.98 -0.05
O 12.402 39.829 38.704 -1.17 1.24 2.42
H 14.443 42.634 37.627 -1.95 -2.50 -0.02
O 8.824 40.630 37.547 -4.20 0.76 -1.00
H 13.185 42.676 39.719 -2.31 -0.33 -1.48
N 11.867 42.178 35.767 -0.92 0.81 -0.62
H 9.318 40.413 38.262 1.00 -1.19 5.31
O 11.126 41.439 36.396 0.09 0.51 0.19